DFT (ωB97M-V/def2-TZVPD) results for a molecular structure, C12H40BO12 in a non-equilibrium geometry.

Last column: Löwdin charge in e.
Element x y z (Å)
B 0.0080 0.3333 -0.3226  -0.535
H -1.0491 0.5255 -0.2233  0.083
H 0.0621 -0.7376 -0.2022  0.108
H 0.3436 0.6506 -1.2977  0.108
H 0.5751 0.8729 0.4200  0.092
C -2.2954 -3.1772 -0.4169  -0.190
C -1.5248 -2.1472 0.4737  -0.311
O -2.3371 -1.4028 1.3265  -0.024
O -3.2045 -3.9363 0.3482  -0.085
H -1.6038 -3.9072 -0.8375  0.117
H -2.8240 -2.6646 -1.2207  0.105
H -0.8976 -1.5738 -0.2089  0.075
H -0.7804 -2.6911 1.0552  0.157
H -1.7366 -0.8638 1.8465  -0.024
H -3.6046 -3.3757 1.0170  0.067
C -0.9009 -1.0777 -2.6100  -0.107
C 0.5305 -1.7160 -2.2137  -0.104
O 1.4700 -0.6975 -1.9466  -0.190
O -1.7657 -0.8049 -1.4802  -0.139
H -1.4107 -1.7357 -3.3137  0.108
H -0.7734 -0.2323 -3.2863  0.121
H 0.9956 -2.1913 -3.0773  0.134
H 0.5041 -2.4371 -1.3968  0.131
H 1.0825 -0.1419 -1.2664  -0.006
H -1.2968 -0.3333 -0.7879  -0.029
C 2.9709 -0.7901 -0.8710  -0.265
C 2.5537 -1.2680 0.6201  -0.163
O 2.3361 -2.6723 0.7316  -0.036
O 4.3744 -0.9221 -1.0607  -0.064
H 2.6882 0.2379 -1.0977  0.105
H 2.5138 -1.4032 -1.6477  0.070
H 1.6283 -0.7354 0.8393  0.079
H 3.2175 -0.8762 1.3909  0.125
H 2.2016 -2.9444 1.6424  0.081
H 4.8703 -0.4523 -0.3862  0.054
C 1.9088 2.4119 0.0131  -0.142
C 2.7361 1.4516 0.9447  -0.132
O 1.8925 0.6996 1.8277  -0.186
O 1.5789 1.7475 -1.2045  -0.107
H 2.4334 3.3418 -0.2061  0.131
H 0.9629 2.6607 0.4943  0.102
H 3.4362 1.9925 1.5814  0.124
H 3.3200 0.7055 0.4057  0.074
H 1.0826 0.5086 1.3489  -0.020
H 0.7954 1.2119 -1.0606  -0.138
C -2.2757 2.2820 -0.7448  -0.170
C -0.8631 2.8683 -0.3987  -0.254
O -0.6241 4.1877 -0.7651  -0.014
O -3.3164 2.8814 0.0486  -0.062
H -2.2842 1.2341 -0.4450  0.090
H -2.5196 2.2710 -1.8071  0.132
H -0.0562 2.2558 -0.8010  0.080
H -0.7606 2.7261 0.6771  0.107
H -1.0402 4.8061 -0.1601  0.091
H -3.6912 2.1754 0.5802  0.079
C -0.3883 -0.0927 2.2435  -0.178
C -1.6722 0.6606 2.4359  -0.136
O -1.6534 1.6232 1.3832  -0.145
O -0.5359 -0.8565 1.1129  -0.277
H -0.2274 -0.8851 2.9744  0.168
H 0.4882 0.5532 2.2949  0.091
H -1.6137 1.2262 3.3659  0.142
H -2.5647 0.0405 2.3517  0.125
H -1.2591 1.0962 0.6843  -0.010
H -0.2102 -0.4963 0.2848  -0.213

Molar mass ... 387.25 g mol⁻¹
Charge ... -1
HOMO level ... -0.1711 Eh
Energy above the lowest of the compared OMol25 structures with the same formula, charge and spin ... 855.6 kcal/mol
Gap between HOMO and LUMO ... 7.5844 eV